(1)
C23H49N6O11 | wB97M-V/def2-TZVPD

Geometry (Å):
O  -2.52  1.99  -4.77
O  4.74  -0.01  -0.03
O  0.45  1.05  -0.27
O  -1.28  -1.59  4.89
O  3.14  -2.39  2.40
O  -3.88  -0.30  -0.53
O  -0.63  -0.35  1.00
O  -2.38  3.82  1.83
O  -5.25  -1.56  -1.66
O  -3.68  -2.41  -0.25
O  1.09  2.67  -4.01
N  2.79  1.03  -0.64
N  0.04  -0.48  3.40
N  -0.84  2.14  1.87
N  1.17  0.99  -2.48
N  1.27  -3.60  1.69
N  -1.65  1.13  -2.91
C  0.52  3.23  -1.72
C  -1.82  2.85  1.36
C  0.23  -1.21  -1.08
C  1.02  2.24  -2.86
C  1.33  -0.70  3.95
C  -0.04  -0.07  -0.01
C  -1.16  0.03  -5.02
C  3.53  0.07  0.01
C  -2.71  -0.35  0.21
C  -1.80  1.15  -4.22
C  -2.28  2.06  -2.01
C  -2.66  -1.83  0.46
C  -1.97  2.69  -0.15
C  -1.11  -0.87  3.86
C  0.35  -2.47  1.70
C  -4.35  -1.48  -0.85
C  1.37  -0.02  -3.50
C  2.77  -1.04  0.75
C  -0.35  2.17  3.23
C  2.57  -3.43  2.01
C  3.34  -4.67  1.76
C  3.53  2.23  -1.11
C  -2.30  -0.50  2.95
H  0.87  -1.52  1.80
H  -1.00  0.44  -2.56
H  0.00  -2.24  -0.82
H  -3.19  1.61  -1.63
H  0.62  -0.78  -3.28
H  3.71  -5.15  2.67
H  -0.07  0.11  -5.04
H  1.82  0.75  -0.78
H  1.81  -0.65  1.06
H  -0.05  -0.37  2.40
H  4.16  2.64  -0.32
H  -2.82  -2.06  1.51
H  1.03  -0.91  4.98
H  -1.14  2.16  -0.62
H  2.51  -1.84  0.06
H  1.30  -1.22  -1.31
H  2.89  -5.46  1.16
H  -0.39  1.53  1.20
H  4.26  1.79  -1.80
H  0.80  0.69  -1.59
H  -0.43  2.84  -1.38
H  -3.23  -0.37  3.51
H  2.09  0.08  3.97
H  -0.24  -1.05  -2.05
H  -1.08  1.73  3.91
H  -0.04  3.21  3.35
H  2.34  -0.51  -3.56
H  -0.33  -2.61  2.54
H  3.46  -1.47  1.47
H  1.25  3.24  -0.91
H  2.98  2.99  -1.66
H  -2.65  2.94  -2.53
H  -2.44  -1.36  2.30
H  -2.20  0.41  2.37
H  -1.49  0.20  -6.05
H  4.36  -4.63  1.38
H  -1.33  -0.96  -4.61
H  1.75  -1.66  3.66
H  -1.74  -2.34  0.18
H  -0.41  -2.27  0.94
H  -1.76  2.36  -1.10
H  0.97  -4.50  1.36
H  0.36  4.23  -2.13
H  -2.84  2.09  -0.40
H  1.16  0.15  -4.56
H  -2.89  0.17  1.15
H  -2.01  3.73  -0.48
H  0.55  1.57  3.36
H  -1.89  0.06  -0.38

Computed properties:
* total charge: -1
* energy above the lowest of the compared OMol25 structures with the same formula, charge and spin: 21.8539 eV
* HOMO: -5.4 eV

***

(2)
C41H69N3OPRuSe2Si | wB97M-V/def2-TZVPD

Geometry (Å):
Ru  -1.55  -0.65  0.96
Se  -2.93  -1.56  3.44
Se  -0.20  -1.81  2.86
P  2.12  0.15  0.04
Si  -3.16  0.31  -1.25
O  0.65  -0.15  0.42
N  -0.56  -2.97  -0.91
N  -1.60  -4.05  1.88
N  -1.91  0.83  2.54
C  5.67  -1.27  1.59
C  3.51  4.13  -0.10
C  -1.09  -6.33  2.36
C  -1.36  1.90  -2.80
C  3.81  -1.11  -2.02
C  5.13  -1.98  2.83
C  -2.93  1.04  4.70
C  -4.91  -0.97  0.59
C  3.11  -2.10  1.28
C  -1.00  -2.13  -0.26
C  0.01  -5.95  3.10
C  1.85  2.50  1.40
C  2.26  1.96  -0.01
C  4.44  0.02  -2.83
C  -4.74  1.51  0.83
C  -4.09  -0.32  -3.82
C  -3.86  -2.24  -2.22
C  -2.46  2.00  -1.74
C  -1.85  2.74  -0.55
C  -1.78  2.90  3.73
C  -1.86  -5.35  1.76
C  2.13  0.85  -3.45
C  -0.56  -3.69  2.62
C  -3.62  2.83  -2.32
C  3.22  -0.56  1.27
C  3.54  2.66  -0.51
C  -1.49  2.11  2.64
C  2.40  -0.79  -1.50
C  3.65  4.28  1.43
C  -2.58  0.30  3.58
C  3.04  3.07  2.17
C  -4.74  0.35  -0.19
C  -1.87  -1.24  -3.36
C  -3.22  -0.92  -2.69
C  -2.53  2.36  4.77
C  0.29  -4.59  3.24
C  1.50  -0.29  -2.65
C  3.51  0.46  -3.97
C  3.77  -2.66  2.55
C  4.73  -0.14  1.16
C  -6.00  0.52  -1.08
H  4.47  -1.43  -1.21
H  1.33  -1.14  -3.33
H  1.14  -4.25  3.82
H  3.89  -3.74  2.44
H  1.47  1.12  -4.28
H  -5.41  -1.74  0.00
H  2.06  -2.41  1.23
H  -2.78  2.96  5.64
H  -1.34  -7.38  2.24
H  2.81  -0.19  2.21
H  -1.42  3.92  3.76
H  -2.73  -5.62  1.17
H  2.73  3.36  3.17
H  -3.49  0.58  5.50
H  4.98  0.18  0.15
H  4.30  4.68  -0.61
H  -0.54  1.24  -2.50
H  4.66  0.87  -2.18
H  4.44  2.19  -0.09
H  -4.92  -2.13  -2.01
H  -0.25  -3.75  -1.46
H  -6.86  0.62  -0.40
H  -1.10  -1.59  -2.68
H  3.40  -0.38  -4.67
H  -5.97  1.43  -1.69
H  5.80  -1.99  0.78
H  3.60  -2.51  0.39
H  -5.51  -0.81  1.49
H  -4.12  2.36  -3.17
H  4.70  4.38  1.70
H  1.98  -1.73  -1.13
H  2.22  1.74  -2.82
H  -3.19  3.77  -2.69
H  -3.39  -2.68  -1.34
H  1.12  3.31  1.24
H  5.85  -2.72  3.18
H  3.96  1.28  -4.53
H  0.65  -6.68  3.58
H  -1.73  1.59  -3.77
H  -0.98  2.19  -0.17
H  -3.78  -2.98  -3.04
H  3.62  2.58  -1.59
H  -6.19  -0.33  -1.72
H  -3.59  0.50  -4.33
H  -2.04  -2.04  -4.10
H  -4.75  2.49  0.35
H  3.09  -2.50  3.39
H  -0.92  2.49  1.82
H  2.57  4.57  -0.44
H  -5.66  1.43  1.42
H  -4.25  -1.11  -4.56
H  4.90  0.73  1.80
H  -1.49  3.72  -0.88
H  6.65  -0.85  1.79
H  -3.98  -1.42  0.93
H  -4.38  3.09  -1.59
H  3.71  -1.98  -2.68
H  -5.08  0.02  -3.51
H  -3.90  1.47  1.52
H  3.79  2.29  2.29
H  1.34  1.74  1.98
H  5.03  -1.25  3.64
H  -1.46  -0.40  -3.90
H  0.52  -0.01  -2.26
H  -2.56  2.90  0.26
H  1.45  2.21  -0.71
H  3.15  5.20  1.75
H  -0.93  2.91  -2.94
H  5.40  -0.31  -3.23

Computed properties:
* total charge: +2
* multiplicity: 6
* HOMO (spin up / spin down): -12.5 / -13.5 eV

***

(3)
C24H30BF4N8OPSZr | wB97M-V/def2-TZVPD

Geometry (Å):
Zr  -0.81  -0.50  0.46
S  1.71  -0.38  1.18
P  -1.82  3.04  1.11
F  -2.68  -3.62  1.98
F  -2.31  -2.25  0.08
F  -2.66  -1.27  2.05
F  -0.72  -2.31  1.66
O  -0.04  -1.35  -1.16
N  1.92  -2.44  -0.63
N  -0.76  0.77  2.38
N  -4.27  2.18  0.05
N  -1.21  2.39  3.79
N  -0.15  1.49  -0.53
N  3.75  -1.12  -0.38
N  -2.72  0.64  -0.06
N  0.27  3.64  -0.67
C  -4.83  1.09  -0.56
C  -0.95  -3.68  -2.43
C  0.23  5.09  -0.43
C  -1.24  2.01  2.50
C  0.09  -3.72  -1.51
C  5.00  1.02  -0.62
C  -0.43  0.35  3.65
C  2.50  -1.34  -0.05
C  4.61  -0.13  0.29
C  -3.86  0.14  -0.64
C  0.72  -2.48  -1.07
C  -1.61  3.69  4.34
C  -0.47  2.69  -0.06
C  1.11  3.01  -1.55
C  3.98  -1.49  -2.83
C  0.84  1.68  -1.46
C  -1.53  -4.86  -2.86
C  -3.00  1.88  0.35
C  -1.08  -6.08  -2.35
C  -0.04  -6.11  -1.43
C  0.56  -4.94  -1.01
C  -4.98  3.44  0.34
C  4.40  -1.93  -1.44
C  -0.70  1.35  4.52
B  -2.22  -2.49  1.51
H  0.62  5.32  0.56
H  5.58  0.69  -1.49
H  -1.53  -7.00  -2.69
H  4.11  0.23  1.18
H  -1.73  3.57  5.41
H  -2.33  -4.85  -3.58
H  5.47  -1.80  -1.30
H  5.61  1.73  -0.07
H  -5.11  3.55  1.41
H  4.19  -0.44  -3.00
H  -2.56  4.00  3.91
H  -0.79  5.45  -0.53
H  -0.85  4.43  4.13
H  -0.59  1.42  5.59
H  -0.02  -0.63  3.83
H  -4.43  4.28  -0.07
H  2.91  -1.67  -3.00
H  1.80  3.56  -2.17
H  0.85  5.56  -1.19
H  1.37  -4.95  -0.30
H  -3.91  -0.85  -1.04
H  -5.95  3.38  -0.14
H  4.11  1.54  -0.98
H  -5.86  1.09  -0.89
H  0.30  -7.07  -1.04
H  4.16  -2.97  -1.26
H  4.52  -2.07  -3.58
H  -1.30  -2.73  -2.81
H  1.28  0.86  -2.00
H  5.50  -0.68  0.62

Computed properties:
* total charge: +2
* energy above the lowest of the compared OMol25 structures with the same formula, charge and spin: 0.0000 eV
* HOMO: -13.7 eV

***

(4)
C3H5NOS | wB97M-V/def2-TZVPD

Geometry (Å):
S  -0.95  -0.90  -0.04
O  0.26  1.48  0.11
N  2.97  -0.15  0.37
C  0.36  0.29  0.06
C  2.02  -0.67  -0.26
C  -2.37  0.27  0.08
H  1.82  -1.29  -1.04
H  -2.02  1.24  0.16
H  3.92  -0.44  0.20
H  -3.14  0.17  -0.64
H  -2.87  0.00  1.00

Computed properties:
* energy above the lowest of the compared OMol25 structures with the same formula, charge and spin: 2.7770 eV
* HOMO: -8.8 eV

***

(5)
CH4BrP | wB97M-V/def2-TZVPD

Geometry (Å):
Br  0.22  1.33  -3.36
P  -1.28  1.36  -1.76
C  0.66  -0.09  0.51
H  0.13  -0.86  0.96
H  1.21  -0.49  -0.29
H  -2.10  0.19  -1.99
H  1.26  0.55  1.19

Computed properties:
* energy above the lowest of the compared OMol25 structures with the same formula, charge and spin: 3.2919 eV
* HOMO (spin up / spin down): -9.3 / -8.5 eV

***

(6)
C29H26F3NO7PS3 | wB97M-V/def2-TZVPD

Geometry (Å):
S  1.37  0.06  4.12
S  0.45  2.28  2.46
S  3.54  2.46  1.87
P  -0.70  -0.61  0.09
F  0.84  4.07  4.57
F  0.72  5.23  2.73
F  -1.10  4.31  3.55
O  2.64  -0.61  4.28
O  1.67  -1.52  -0.09
O  2.91  -0.38  1.38
O  0.17  -0.67  3.75
O  -0.69  -0.34  -1.41
O  3.21  3.89  1.91
O  3.86  1.95  0.54
N  1.68  1.39  3.16
C  -4.02  0.04  2.42
C  7.04  3.67  3.56
C  0.26  4.14  3.36
C  -0.67  -3.18  1.52
C  6.46  1.56  4.66
C  5.22  -1.07  1.36
C  -1.65  -4.54  -0.70
C  -2.67  -0.07  2.06
C  -1.38  -3.17  -0.75
C  0.25  1.43  8.29
C  7.30  2.67  4.52
C  1.79  -0.53  0.65
C  5.91  3.53  2.74
C  -2.33  -0.08  0.71
C  -1.44  -5.25  0.49
C  -5.02  0.14  1.45
C  -0.53  1.80  7.19
C  -0.90  -2.45  0.35
C  -0.17  1.41  5.90
C  5.33  1.44  3.83
C  1.88  0.43  6.79
C  -4.65  0.25  0.10
C  -0.95  -4.55  1.60
C  -3.31  0.16  -0.26
C  1.48  0.79  8.08
C  0.63  0.38  0.83
C  1.01  0.69  5.73
C  3.81  -1.47  1.06
C  5.08  2.44  2.90
H  5.45  -0.07  0.97
H  2.85  -0.02  6.60
H  -5.41  0.39  -0.67
H  -1.67  -6.31  0.54
H  -0.09  1.66  9.30
H  -1.52  -2.66  -1.70
H  5.68  4.28  1.97
H  -2.03  -5.06  -1.59
H  -0.75  1.70  5.02
H  -0.80  -5.09  2.54
H  5.46  -1.14  2.43
H  8.18  2.78  5.17
H  -4.30  0.02  3.48
H  7.68  4.55  3.45
H  0.77  1.41  0.49
H  5.89  -1.77  0.84
H  -0.24  -2.68  2.38
H  -3.02  0.24  -1.31
H  -1.89  -0.15  2.81
H  -6.09  0.13  1.73
H  3.72  -1.73  0.00
H  2.14  0.58  8.92
H  3.50  -2.33  1.67
H  -1.44  2.38  7.34
H  6.67  0.79  5.41
H  4.65  0.59  3.90

Computed properties:
* total charge: -1
* energy above the lowest of the compared OMol25 structures with the same formula, charge and spin: 0.0000 eV
* HOMO: -4.2 eV

***

(7)
C20H24N4O2 | wB97M-V/def2-TZVPD

Geometry (Å):
O  -0.46  3.23  -2.21
O  -0.16  -1.43  -1.10
N  -0.61  1.22  1.89
N  4.07  -1.36  0.91
N  1.62  0.62  -1.67
N  3.40  0.60  -0.21
C  -3.91  -0.01  0.74
C  -1.76  0.89  1.22
C  4.20  -0.08  0.60
C  -1.32  -2.10  -1.55
C  -2.87  0.18  1.64
C  1.03  -2.20  -1.13
C  1.59  2.06  -1.78
C  0.24  1.89  1.05
C  -2.70  1.20  -0.99
C  2.38  -0.05  -0.79
C  -3.81  0.51  -0.56
C  0.18  2.56  -1.43
C  -0.36  2.02  -0.19
C  5.31  0.68  1.24
C  1.51  2.46  1.57
C  -5.14  -0.77  1.14
C  2.16  -1.43  -0.52
C  3.05  -2.01  0.36
C  -1.65  1.40  -0.09
C  -1.93  -3.01  -0.49
H  1.52  2.43  2.65
H  -5.30  -1.61  0.47
H  -4.63  0.35  -1.23
H  -2.93  -0.21  2.65
H  -1.27  -3.84  -0.24
H  2.34  2.47  -1.11
H  1.27  -2.46  -2.18
H  0.90  -3.14  -0.58
H  -1.09  -2.67  -2.46
H  2.95  -3.05  0.64
H  -6.02  -0.12  1.07
H  -0.42  1.02  2.85
H  -2.86  -3.42  -0.87
H  -2.13  -2.44  0.41
H  6.19  0.04  1.32
H  -2.64  1.60  -1.99
H  5.02  0.97  2.25
H  5.54  1.57  0.66
H  2.37  1.91  1.19
H  1.61  3.50  1.25
H  0.78  0.14  -1.96
H  1.81  2.36  -2.81
H  -5.06  -1.14  2.16
H  -2.02  -1.30  -1.79

Computed properties:
* energy above the lowest of the compared OMol25 structures with the same formula, charge and spin: 1.3491 eV
* SMILES: CCOCc1cnc(C)nc1NCC(=O)c1c(C)[nH]c2cc(C)ccc12
* HOMO: -7.9 eV

***

(8)
C3H6N4O | wB97M-V/def2-TZVPD

Geometry (Å):
O  -0.42  1.87  -0.19
N  0.62  -1.30  -0.94
N  -0.15  0.08  2.23
N  -0.13  0.53  -0.10
N  -0.17  0.64  -2.38
C  0.17  -0.30  0.92
C  0.24  -0.04  -1.16
C  0.58  -1.47  0.54
H  0.24  -0.80  2.77
H  0.39  2.30  0.41
H  -1.30  0.00  2.35
H  1.01  -2.46  1.00
H  0.00  -0.09  -3.01
H  -1.08  1.03  -2.44

Computed properties:
* energy above the lowest of the compared OMol25 structures with the same formula, charge and spin: 4.8160 eV
* SMILES: Nc1cnc(N)n1O
* HOMO: -8.1 eV

***

no.,calculated total energy (eV)
1,-56092.55686
2,-200581.78209
3,-72293.29625
4,-17562.49046
5,-80429.99473
6,-96260.74501
7,-31185.89889
8,-11211.96054